The following is a DFT calculation (ωB97M-V/def2-TZVPD) of the ion C35H32O2P with charge +1.

```
! wB97M-V def2-TZVPD RIJCOSX def2/J DEFGRID3
* xyz 1 1
C 0.70 0.18 1.61
C -0.53 -0.05 2.53
C -1.05 1.05 3.25
C -2.13 0.86 4.12
C -2.64 -0.44 4.29
C -2.10 -1.56 3.62
C -1.03 -1.33 2.74
C 1.96 -0.11 2.42
C 3.07 0.73 2.25
C 4.21 0.56 3.03
C 4.25 -0.47 3.98
C 3.14 -1.29 4.21
C 1.99 -1.09 3.43
H 0.67 1.12 1.07
H -0.55 2.04 3.15
H -2.55 1.74 4.67
H -3.47 -0.59 4.98
H -2.45 -2.60 3.81
H -0.53 -2.20 2.27
H 2.99 1.53 1.51
H 5.07 1.24 2.86
H 5.15 -0.62 4.57
H 3.15 -2.09 4.99
H 1.11 -1.72 3.64
C 4.92 -2.03 -0.07
C 3.77 -1.64 -0.98
O 2.80 -1.00 -0.08
C 1.77 -0.60 -0.76
C 0.57 -0.19 0.07
P -0.67 0.29 -1.32
C -0.11 1.32 -2.72
C -0.27 0.95 -4.07
C 0.15 1.80 -5.11
C 0.75 3.03 -4.80
C 0.94 3.40 -3.46
C 0.55 2.53 -2.43
C -1.56 -1.04 -2.16
C -2.82 -0.75 -2.71
C -3.56 -1.70 -3.41
C -3.02 -2.99 -3.57
C -1.77 -3.31 -3.03
C -1.03 -2.33 -2.35
C -1.99 1.13 -0.46
C -2.09 2.54 -0.50
C -3.07 3.18 0.26
C -3.96 2.41 1.04
C -3.88 1.01 1.05
C -2.92 0.37 0.28
O 1.72 -0.77 -1.96
H 5.71 -2.44 -0.72
H 5.34 -1.16 0.48
H 4.62 -2.82 0.66
H 4.08 -0.89 -1.72
H 3.32 -2.52 -1.45
H 0.24 -1.23 0.60
H -0.72 -0.01 -4.33
H 0.03 1.49 -6.15
H 1.08 3.70 -5.61
H 1.41 4.36 -3.22
H 0.74 2.82 -1.40
H -3.25 0.24 -2.59
H -4.55 -1.45 -3.82
H -3.62 -3.76 -4.10
H -1.37 -4.33 -3.13
H -0.04 -2.59 -1.98
H -1.40 3.12 -1.12
H -3.12 4.28 0.25
H -4.71 2.93 1.65
H -4.55 0.43 1.68
H -2.88 -0.71 0.26
*
```

Output
Kohn-Sham gap: 8.555 eV



The following is a DFT calculation (ωB97M-V/def2-TZVPD) of a structure of composition C35H33ClFeN4S2Si2.

```
! wB97M-V def2-TZVPD RIJCOSX def2/J DEFGRID3
* xyz 1 6
C 2.12 0.67 0.35
C 2.43 1.05 -0.99
C 2.55 2.48 -1.02
H 2.70 0.38 -1.81
C 2.26 2.97 0.31
C 2.04 1.84 1.15
H 1.98 1.86 2.23
H 2.08 -0.36 0.72
H 2.90 3.06 -1.87
H 2.33 4.01 0.64
Fe 0.50 2.13 -0.58
Si -4.24 1.87 -2.15
C -4.19 1.28 -3.90
C -4.78 1.99 -4.94
H -5.43 2.84 -4.72
C -4.52 1.65 -6.27
H -4.95 2.25 -7.07
C -3.69 0.57 -6.57
H -3.47 0.32 -7.61
C -3.16 -0.20 -5.54
H -2.53 -1.07 -5.76
C -3.43 0.13 -4.21
H -3.02 -0.49 -3.41
C -2.43 2.37 -1.69
C -1.32 2.03 -2.50
H -1.50 1.45 -3.40
C 0.02 2.55 -2.36
H 0.71 2.36 -3.19
C 0.26 3.71 -1.48
H 1.01 4.48 -1.59
C -0.71 3.59 -0.36
H -0.58 4.28 0.47
C -2.09 3.29 -0.66
H -2.87 3.75 -0.05
H -4.45 0.72 -1.00
Si -1.28 4.00 -2.27
C -1.40 5.96 -2.03
C -0.45 6.74 -2.68
H 0.26 6.29 -3.38
C -0.43 8.12 -2.48
H 0.30 8.74 -3.01
C -1.35 8.72 -1.60
H -1.33 9.80 -1.44
C -2.28 7.92 -0.94
H -3.00 8.38 -0.25
C -2.31 6.54 -1.15
H -3.07 5.94 -0.64
C -1.83 4.34 -4.12
C -1.14 3.78 -5.20
H -0.22 3.20 -5.05
C -1.59 3.98 -6.51
H -1.04 3.53 -7.34
C -2.74 4.73 -6.75
H -3.09 4.89 -7.77
C -3.46 5.26 -5.67
H -4.37 5.83 -5.85
C -3.01 5.04 -4.37
H -3.59 5.46 -3.54
H -5.15 0.94 -1.51
Cl -5.40 3.55 -2.00
N 0.38 -0.28 -3.26
C -0.18 -0.63 -2.08
N -0.23 0.13 -1.00
C -1.00 -0.47 0.00
C -1.54 -1.69 -0.37
S -1.11 -2.11 -1.98
C -1.17 0.28 1.19
C -1.85 -0.02 2.35
S -1.80 1.27 3.48
C -0.82 2.18 2.34
N -0.60 1.55 1.19
N -0.40 3.41 2.66
H 0.38 -0.99 -3.98
H 1.18 0.35 -3.24
H -2.18 -2.27 0.27
H -2.36 -0.96 2.51
H -0.66 3.77 3.57
H 0.35 3.85 2.14
*
```

Output
Kohn-Sham gap (alpha / beta): 5.814 / 6.207 eV



The following is a DFT calculation (ωB97M-V/def2-TZVPD) of a structure of composition C35H33ClHfN4S2Si2.

```
! wB97M-V def2-TZVPD RIJCOSX def2/J DEFGRID3
* xyz 2 1
C -2.85 3.95 1.89
C -1.76 3.18 2.40
C -0.88 2.89 1.31
H -1.55 2.98 3.45
C -1.44 3.46 0.12
C -2.68 4.08 0.47
H -3.28 4.71 -0.19
H -3.61 4.45 2.49
H 0.13 2.47 1.38
H -0.94 3.53 -0.85
Hf -2.90 1.82 0.85
Si 3.12 -1.79 -1.17
C 3.25 -3.57 -0.67
C 2.65 -4.56 -1.47
H 2.15 -4.27 -2.40
C 2.66 -5.90 -1.06
H 2.16 -6.64 -1.67
C 3.31 -6.27 0.12
H 3.33 -7.31 0.43
C 3.92 -5.28 0.91
H 4.43 -5.57 1.84
C 3.88 -3.94 0.53
H 4.32 -3.16 1.17
C 3.42 -1.64 -3.00
C 4.68 -1.93 -3.56
H 5.50 -2.25 -2.91
C 4.89 -1.78 -4.93
H 5.87 -2.02 -5.36
C 3.86 -1.31 -5.76
H 4.03 -1.17 -6.83
C 2.61 -1.03 -5.21
H 1.80 -0.65 -5.84
C 2.38 -1.21 -3.84
H 1.39 -1.00 -3.42
H 4.15 -0.97 -0.46
Si 1.05 -0.92 -0.46
C 1.33 0.86 -0.93
C 2.39 1.60 -0.37
H 2.94 1.20 0.48
C 2.79 2.81 -0.95
H 3.63 3.35 -0.53
C 2.12 3.31 -2.07
H 2.44 4.23 -2.54
C 1.01 2.61 -2.59
H 0.47 3.00 -3.45
C 0.61 1.41 -2.01
H -0.26 0.88 -2.40
C 0.95 -1.17 1.38
C 1.17 -0.15 2.33
H 1.22 0.90 2.01
C 1.34 -0.48 3.68
H 1.54 0.32 4.40
C 1.29 -1.81 4.10
H 1.50 -2.08 5.13
C 0.94 -2.81 3.17
H 0.85 -3.85 3.50
C 0.71 -2.48 1.84
H 0.38 -3.24 1.12
H -0.29 -1.29 -0.94
Cl -2.51 0.36 -0.91
N -2.59 0.51 4.16
C -3.86 0.80 3.79
N -4.18 1.23 2.56
C -5.56 1.55 2.45
C -6.24 1.30 3.62
S -5.20 0.73 4.90
C -5.99 2.05 1.18
C -7.23 2.30 0.66
S -7.17 2.87 -0.99
C -5.44 2.69 -0.94
N -4.96 2.27 0.24
N -4.65 2.94 -2.01
H -2.44 0.19 5.11
H -1.84 0.42 3.47
H -7.32 1.44 3.71
H -8.14 2.16 1.23
H -5.11 3.20 -2.88
H -3.72 2.52 -2.06
*
```

Output
Kohn-Sham gap: 4.673 eV



The following is a DFT calculation (ωB97M-V/def2-TZVPD) of a structure of composition C35H33ClMgN4Si2.

```
! wB97M-V def2-TZVPD RIJCOSX def2/J DEFGRID3
* xyz 0 1
C -1.55 -0.32 1.73
C -2.23 0.17 0.57
C -2.12 -0.81 -0.46
H -2.82 1.09 0.52
C -1.36 -1.91 0.06
C -1.02 -1.61 1.41
H -0.55 -2.29 2.12
H -1.56 0.14 2.71
H -2.61 -0.79 -1.42
H -1.17 -2.85 -0.45
Mg 0.09 0.01 0.08
Si 0.59 0.12 -2.79
C -0.26 1.60 -3.47
C 0.38 2.29 -4.52
H 1.35 1.94 -4.87
C -0.23 3.41 -5.10
H 0.28 3.94 -5.90
C -1.49 3.83 -4.66
H -1.97 4.68 -5.15
C -2.13 3.16 -3.61
H -3.11 3.49 -3.27
C -1.51 2.07 -2.99
H -1.99 1.58 -2.14
C -0.16 -1.43 -3.47
C -1.29 -1.39 -4.31
H -1.75 -0.44 -4.57
C -1.83 -2.59 -4.80
H -2.72 -2.55 -5.44
C -1.25 -3.82 -4.48
H -1.66 -4.74 -4.88
C -0.14 -3.86 -3.63
H 0.31 -4.82 -3.35
C 0.40 -2.68 -3.11
H 1.25 -2.71 -2.43
H 2.05 0.17 -2.97
Si 2.88 0.54 -8.39
C 2.09 -1.10 -8.73
C 1.10 -1.25 -9.71
H 0.77 -0.38 -10.30
C 0.51 -2.50 -9.94
H -0.27 -2.60 -10.69
C 0.93 -3.61 -9.20
H 0.48 -4.59 -9.38
C 1.94 -3.47 -8.24
H 2.28 -4.34 -7.68
C 2.53 -2.23 -8.02
H 3.32 -2.13 -7.28
C 1.69 1.87 -8.85
C 0.41 1.90 -8.27
H 0.11 1.12 -7.56
C -0.47 2.94 -8.57
H -1.46 2.96 -8.10
C -0.10 3.94 -9.47
H -0.80 4.75 -9.71
C 1.17 3.91 -10.07
H 1.46 4.69 -10.77
C 2.06 2.88 -9.76
H 3.05 2.84 -10.22
H 4.14 0.64 -9.19
Cl 3.37 0.71 -6.41
N 1.54 2.76 2.64
C 0.67 3.77 2.22
C -0.03 3.25 1.16
N 0.40 1.95 0.91
C 1.37 1.69 1.82
C 2.06 0.42 1.94
N 1.82 -0.65 1.14
C 2.65 -1.66 1.59
C 3.39 -1.21 2.65
N 2.99 0.10 2.87
H 2.19 2.80 3.42
H 0.62 4.72 2.71
H -0.80 3.70 0.56
H 2.65 -2.63 1.12
H 4.13 -1.70 3.26
H 3.32 0.73 3.60
*
```

Output
Kohn-Sham gap: 4.857 eV



The following is a DFT calculation (ωB97M-V/def2-TZVPD) of a structure of composition C35H33ClN4S2Si2Ti.

```
! wB97M-V def2-TZVPD RIJCOSX def2/J DEFGRID3
* xyz 1 2
C -1.02 -0.53 3.88
C -1.69 0.15 2.82
C -1.80 -0.75 1.71
H -2.17 1.12 2.89
C -1.20 -1.99 2.11
C -0.72 -1.85 3.44
H -0.28 -2.66 4.03
H -0.84 -0.14 4.88
H -2.34 -0.57 0.79
H -1.15 -2.89 1.50
Ti 0.35 -0.46 1.95
Si 2.41 3.83 -0.47
C 0.67 4.33 -0.75
C 0.38 5.67 -1.05
H 1.19 6.38 -1.23
C -0.94 6.10 -1.08
H -1.14 7.16 -1.25
C -1.99 5.20 -0.86
H -3.02 5.55 -0.91
C -1.72 3.85 -0.67
H -2.56 3.15 -0.57
C -0.40 3.40 -0.64
H -0.18 2.33 -0.62
C -1.26 -2.52 -0.98
C -2.64 -2.38 -1.21
H -3.07 -1.41 -1.47
C -3.50 -3.49 -1.10
H -4.58 -3.34 -1.21
C -2.99 -4.77 -0.86
H -3.67 -5.63 -0.78
C -1.62 -4.92 -0.66
H -1.21 -5.91 -0.44
C -0.77 -3.82 -0.75
H 0.30 -3.98 -0.63
H 2.29 2.35 -0.45
Si 0.08 -1.16 -1.19
C 1.04 -2.02 -2.61
C 0.46 -2.02 -3.89
H -0.37 -1.37 -4.15
C 0.93 -2.89 -4.90
H 0.42 -2.93 -5.88
C 2.01 -3.74 -4.63
H 2.34 -4.44 -5.41
C 2.70 -3.60 -3.42
H 3.60 -4.21 -3.26
C 2.21 -2.76 -2.41
H 2.74 -2.69 -1.47
C -0.33 0.38 -2.15
C -1.61 0.87 -2.46
H -2.50 0.48 -1.97
C -1.75 1.91 -3.39
H -2.73 2.34 -3.61
C -0.63 2.45 -4.02
H -0.72 3.28 -4.71
C 0.65 2.00 -3.71
H 1.55 2.42 -4.17
C 0.79 0.99 -2.76
H 1.79 0.68 -2.49
H 2.69 4.24 0.87
Cl 1.73 -0.36 0.11
N -0.88 2.91 2.27
C 0.18 2.59 3.04
N 0.82 1.39 2.98
C 1.71 1.25 4.06
C 1.72 2.34 4.92
S 0.60 3.56 4.42
C 2.23 -0.05 4.28
C 2.75 -0.57 5.45
S 2.95 -2.30 5.37
C 2.33 -2.25 3.73
N 1.90 -1.04 3.32
N 2.08 -3.40 3.08
H -1.26 3.85 2.33
H -0.90 2.56 1.31
H 2.27 2.36 5.85
H 2.92 0.03 6.33
H 2.46 -4.26 3.48
H 1.92 -3.37 2.08
*
```

Output
Kohn-Sham gap (alpha / beta): 2.762 / 2.718 eV



The following is a DFT calculation (ωB97M-V/def2-TZVPD) of a structure of composition C35H33GeInN2O5P.

```
! wB97M-V def2-TZVPD RIJCOSX def2/J DEFGRID3
* xyz 0 2
In 0.56 1.40 -0.57
N 0.50 3.74 -1.15
C 1.82 3.95 -1.74
C 2.87 3.61 -0.70
O 3.78 4.37 -0.40
N 2.68 2.37 -0.17
C 3.20 2.11 1.06
C 1.95 2.27 2.25
O 2.42 2.41 3.34
O 0.83 2.19 1.78
H 0.33 4.40 -0.40
H -0.22 3.87 -1.86
H 1.93 3.24 -2.58
H 1.98 4.98 -2.09
H 3.47 1.07 1.21
H 3.96 2.82 1.39
O -1.35 0.45 -4.26
C -1.18 1.16 -3.29
O -0.06 1.42 -2.75
C -2.42 1.86 -2.66
P -2.46 1.52 -0.85
C -4.14 2.17 -0.43
C -4.30 3.53 -0.18
C -5.55 4.04 0.13
C -6.64 3.20 0.22
C -6.48 1.84 0.00
C -5.24 1.33 -0.33
C -2.81 -0.28 -0.79
C -2.88 -0.85 0.48
C -3.17 -2.19 0.64
C -3.38 -2.99 -0.48
C -3.30 -2.44 -1.74
C -3.02 -1.09 -1.90
H -3.33 1.52 -3.16
H -2.32 2.94 -2.80
H -3.44 4.19 -0.23
H -5.67 5.10 0.32
H -7.61 3.60 0.48
H -7.33 1.18 0.08
H -5.14 0.27 -0.51
H -2.74 -0.22 1.35
H -3.24 -2.61 1.63
H -3.60 -4.04 -0.36
H -3.46 -3.05 -2.62
H -2.96 -0.69 -2.91
C 0.27 -1.93 -2.22
Ge 1.07 -1.27 -0.53
C 0.19 -1.93 1.13
C -0.21 -1.09 2.16
C -0.71 -1.61 3.34
C -0.84 -2.98 3.49
C -0.47 -3.83 2.46
C 0.06 -3.31 1.29
C 3.00 -1.84 -0.50
C 3.47 -2.45 -1.64
C 4.79 -2.91 -1.73
C 5.66 -2.71 -0.70
C 5.23 -2.08 0.49
C 6.11 -1.85 1.57
C 5.66 -1.27 2.73
C 4.31 -0.92 2.87
C 3.44 -1.11 1.82
C 3.87 -1.67 0.60
H 0.22 -3.02 -2.24
H 0.85 -1.57 -3.06
H -0.74 -1.54 -2.32
H -0.11 -0.01 2.04
H -0.99 -0.94 4.14
H -1.22 -3.39 4.41
H -0.59 -4.90 2.56
H 0.39 -3.96 0.50
H 2.82 -2.60 -2.48
H 5.12 -3.41 -2.63
H 6.69 -3.02 -0.78
H 7.14 -2.14 1.47
H 6.34 -1.09 3.55
H 3.96 -0.47 3.79
H 2.40 -0.84 1.93
*
```

Output
Kohn-Sham gap (alpha / beta): 7.969 / 5.710 eV



Computed E_tot (eV) in order:
-50189.91744; -127111.09626; -94035.46090; -76515.53299; -115847.08013; -121027.64253
Computed ΔE to the lowest compared entry with this formula, charge and spin (kJ/mol) in order:
10.3; 470.3; 9.6; 0.0; 125.0; 90.9